{
  "formula": "CH2N2O3",
  "method": "wB97M-V/def2-TZVPD",
  "homo_energy_ev": -10.9,
  "homo_lumo_gap_ha": 0.392,
  "max_force_ev_per_a": 2.0,
  "smiles": "N=C=O.O=NO",
  "e_lumo_ev": -0.3,
  "energy_ev": -10189.2545,
  "species": ["C", "N", "N", "O", "O", "O", "H", "H"],
  "coordinates": [[1.531, -0.235, -0.062], [1.443, -1.409, -0.275], [-1.160, 0.279, 0.633], [1.714, 0.883, 0.244], [-1.583, -0.783, 0.330], [-1.579, 1.279, -0.305], [0.751, -2.110, -0.433], [-1.116, 2.095, -0.131]]
}

***

{
  "formula": "C42H43BrHfN7O4Te",
  "method": "wB97M-V/def2-TZVPD",
  "homo_energy_ev": [-3.9, -3.9],
  "homo_lumo_gap_ha": [0.196, 0.197],
  "max_force_ev_per_a": 2.3,
  "e_lumo_ev": [1.5, 1.5],
  "energy_ev": -141519.0102,
  "charge": -1,
  "species": ["Hf", "Br", "C", "C", "C", "C", "C", "C", "N", "C", "C", "C", "C", "C", "C", "N", "H", "H", "H", "H", "H", "H", "H", "H", "H", "C", "C", "N", "C", "C", "N", "C", "O", "O", "C", "O", "O", "H", "H", "H", "H", "H", "C", "C", "C", "C", "C", "C", "C", "C", "C", "C", "N", "C", "C", "C", "C", "C", "N", "H", "H", "H", "H", "H", "H", "H", "H", "H", "H", "H", "H", "H", "H", "H", "H", "H", "Te", "C", "N", "C", "C", "C", "C", "C", "C", "C", "C", "H", "H", "H", "H", "H", "H", "H", "H", "H", "H", "H", "H"],
  "coordinates": [[0.151, 0.456, 0.283], [-1.931, 6.724, 4.710], [-1.818, 5.166, 3.556], [-1.738, 5.401, 2.242], [-1.838, 4.321, 1.223], [-0.540, 2.522, 2.613], [-1.217, 2.784, 3.818], [-1.830, 3.925, 4.245], [0.425, 1.618, 2.477], [1.126, 1.085, 3.482], [2.314, 0.406, 3.230], [2.960, -0.316, 4.273], [3.959, -1.196, 3.993], [4.376, -1.337, 2.657], [3.857, -0.480, 1.729], [2.889, 0.403, 1.987], [-1.673, 6.414, 1.868], [-1.701, 4.790, 0.236], [-1.231, 1.951, 4.514], [-2.274, 3.924, 5.232], [0.828, 1.215, 4.521], [2.605, -0.163, 5.283], [4.421, -1.783, 4.773], [5.128, -2.054, 2.373], [4.230, -0.464, 0.716], [1.950, 2.345, -3.422], [2.072, 0.915, -3.065], [1.720, 0.386, -1.913], [2.139, -0.917, -1.940], [2.740, -1.187, -3.158], [2.680, -0.002, -3.848], [3.314, -2.395, -3.773], [3.325, -3.494, -3.043], [3.748, -2.346, -4.908], [1.998, -1.735, -0.717], [2.405, -2.905, -0.694], [1.483, -1.124, 0.274], [2.858, 2.875, -3.126], [1.118, 2.784, -2.881], [1.802, 2.452, -4.494], [3.024, 0.106, -4.790], [2.964, -3.352, -2.101], [-2.020, -2.995, -2.391], [-0.655, -2.307, -2.467], [-0.723, -1.167, -3.446], [-0.623, -1.440, -4.799], [-0.835, -0.453, -5.743], [-1.148, 0.829, -5.321], [-1.243, 1.150, -3.977], [-1.533, 2.567, -3.536], [-1.227, 3.646, -4.573], [-1.024, 0.135, -3.008], [-1.075, 0.422, -1.652], [-2.197, 1.086, -1.227], [-2.121, 1.969, -0.182], [-3.286, 2.549, 0.432], [-3.172, 3.634, 1.204], [-0.716, 3.260, 1.290], [-0.827, 2.298, 0.222], [-1.992, -3.826, -1.690], [-2.307, -3.373, -3.371], [-2.775, -2.288, -2.054], [0.097, -3.032, -2.790], [-0.396, -1.949, -1.464], [-0.392, -2.448, -5.114], [-0.775, -0.682, -6.798], [-1.314, 1.591, -6.069], [-0.959, 2.765, -2.627], [-2.584, 2.668, -3.252], [-0.250, 3.491, -5.025], [-1.226, 4.625, -4.096], [-1.978, 3.658, -5.360], [-3.141, 0.918, -1.744], [-4.238, 2.063, 0.274], [-4.002, 4.071, 1.735], [0.239, 3.799, 1.133], [2.724, 2.022, 0.627], [1.313, -4.339, 2.385], [1.145, -3.371, 3.441], [0.768, -3.953, 4.704], [0.515, -2.127, 3.036], [-0.829, -2.140, 2.327], [-1.750, -3.110, 2.706], [-2.996, -3.211, 2.116], [-3.332, -2.286, 1.151], [-2.424, -1.295, 0.801], [-1.137, -1.159, 1.349], [2.077, -5.060, 2.685], [1.653, -3.834, 1.484], [0.393, -4.896, 2.146], [1.627, -4.494, 5.113], [-0.069, -4.670, 4.656], [0.501, -3.162, 5.402], [1.232, -1.644, 2.367], [0.427, -1.512, 3.938], [-1.493, -3.809, 3.485], [-3.683, -3.995, 2.411], [-4.301, -2.326, 0.668], [-2.763, -0.585, 0.055]]
}

***

{
  "formula": "C15H25AgBF4O2PS2Te",
  "method": "wB97M-V/def2-TZVPD",
  "homo_energy_ev": -1.7,
  "homo_lumo_gap_ha": 0.219,
  "max_force_ev_per_a": 0.5,
  "e_lumo_ev": 4.2,
  "energy_ev": -73866.2201,
  "charge": -2,
  "species": ["Ag", "C", "C", "C", "C", "C", "C", "Te", "C", "C", "C", "H", "H", "H", "H", "H", "H", "H", "H", "H", "H", "H", "C", "C", "C", "O", "P", "S", "S", "O", "C", "C", "C", "H", "H", "H", "H", "H", "H", "H", "H", "H", "H", "H", "H", "H", "H", "F", "B", "F", "F", "F"],
  "coordinates": [[-0.035, 0.278, -0.914], [1.061, 7.132, -5.207], [1.094, 6.042, -4.162], [1.788, 6.203, -2.968], [1.844, 5.202, -2.000], [2.620, 5.480, -0.735], [1.187, 3.969, -2.214], [1.409, 2.484, -0.684], [0.469, 3.809, -3.414], [-0.292, 2.547, -3.755], [0.436, 4.838, -4.357], [1.630, 8.003, -4.876], [0.039, 7.457, -5.416], [1.493, 6.789, -6.151], [2.305, 7.141, -2.781], [2.986, 6.510, -0.728], [3.470, 4.799, -0.636], [2.001, 5.311, 0.149], [-0.259, 1.832, -2.942], [0.131, 2.069, -4.643], [-1.340, 2.777, -3.968], [-0.126, 4.682, -5.278], [-0.720, -4.164, -3.689], [-2.232, -4.047, -3.788], [-2.905, -5.411, -3.765], [-2.846, -3.212, -2.796], [-2.478, -2.996, -1.243], [-4.068, -2.285, -0.362], [-0.699, -2.133, -1.003], [-2.227, -4.552, -0.840], [-1.831, -4.844, 0.516], [-2.867, -5.786, 1.095], [-0.433, -5.432, 0.503], [-0.355, -4.739, -4.546], [-0.433, -4.677, -2.769], [-0.246, -3.185, -3.687], [-2.480, -3.551, -4.726], [-2.670, -5.919, -2.829], [-2.552, -6.017, -4.605], [-3.987, -5.298, -3.836], [-1.825, -3.922, 1.097], [-2.894, -6.714, 0.515], [-3.853, -5.318, 1.058], [-2.620, -6.025, 2.133], [-0.419, -6.336, -0.116], [-0.120, -5.691, 1.518], [0.271, -4.706, 0.095], [1.400, 0.190, 1.522], [2.150, -0.118, 2.706], [2.395, -1.514, 2.751], [3.381, 0.582, 2.674], [1.406, 0.275, 3.845]]
}

***

{
  "formula": "CH2FN2O2",
  "method": "wB97M-V/def2-TZVPD",
  "homo_energy_ev": [-3.9, -3.9],
  "homo_lumo_gap_ha": [0.287, 0.287],
  "max_force_ev_per_a": 5.6,
  "e_lumo_ev": [3.9, 3.9],
  "energy_ev": -10861.0035,
  "charge": -1,
  "species": ["C", "N", "N", "O", "O", "F", "H", "H"],
  "coordinates": [[-0.310, 1.653, -0.724], [-0.345, -0.276, 0.110], [0.716, -1.006, 0.156], [0.780, 1.844, -0.942], [-1.497, 1.749, -0.745], [1.416, -1.126, 1.970], [-1.267, -0.798, 0.150], [0.507, -2.040, 0.025]]
}

***

{
  "formula": "C4H9O3",
  "method": "wB97M-V/def2-TZVPD",
  "homo_energy_ev": -4.1,
  "homo_lumo_gap_ha": 0.285,
  "max_force_ev_per_a": 0.8,
  "e_lumo_ev": 3.7,
  "energy_ev": -10437.5646,
  "charge": -1,
  "species": ["C", "C", "C", "O", "O", "H", "H", "H", "H", "H", "C", "O", "H", "H", "H", "H"],
  "coordinates": [[-1.060, 0.792, -1.584], [-0.315, 1.955, -0.936], [-1.346, -0.409, -0.650], [-1.022, -0.267, 0.554], [-1.848, -1.403, -1.211], [-1.990, 1.214, -1.988], [-0.487, 0.429, -2.444], [-0.165, 2.773, -1.638], [0.645, 1.649, -0.498], [-0.856, 2.332, -0.059], [1.801, -0.673, 1.934], [3.126, -0.287, 1.507], [3.010, 0.437, 0.866], [1.805, -0.902, 3.003], [1.061, 0.079, 1.673], [1.559, -1.631, 1.503]]
}

***

{
  "formula": "C25H44BCl3FLi2O11PS",
  "method": "wB97M-V/def2-TZVPD",
  "homo_energy_ev": -8.1,
  "homo_lumo_gap_ha": 0.221,
  "max_force_ev_per_a": 6.6,
  "e_lumo_ev": -2.1,
  "energy_ev": -110656.3679,
  "species": ["O", "C", "C", "B", "O", "C", "C", "C", "C", "C", "C", "S", "O", "O", "O", "O", "C", "C", "C", "C", "C", "C", "H", "H", "H", "H", "H", "H", "H", "H", "H", "H", "H", "H", "H", "H", "H", "H", "H", "H", "H", "H", "Li", "C", "Cl", "Cl", "Cl", "H", "O", "P", "O", "C", "C", "O", "C", "C", "O", "C", "C", "H", "H", "H", "H", "H", "H", "H", "H", "H", "H", "H", "H", "H", "H", "H", "F", "C", "C", "C", "O", "C", "H", "H", "H", "H", "H", "H", "H", "H", "Li"],
  "coordinates": [[1.082, 1.176, 2.968], [2.054, 1.448, 2.300], [2.963, 0.349, 1.808], [3.428, 0.446, 0.230], [3.391, -0.944, -0.369], [2.838, -0.818, -1.612], [1.749, 0.277, -1.427], [0.576, -0.105, -0.512], [-0.739, -0.385, -1.256], [-1.511, 0.883, -1.636], [-2.037, 1.702, -0.454], [-3.079, 0.741, 0.639], [-2.226, 0.045, 1.551], [-3.985, -0.080, -0.097], [-3.855, 1.853, 1.491], [2.538, 1.194, -0.711], [2.317, 2.904, 1.978], [1.694, 3.512, 0.895], [1.892, 4.842, 0.556], [2.750, 5.612, 1.338], [3.378, 5.008, 2.413], [3.179, 3.680, 2.751], [3.825, 0.270, 2.481], [2.409, -0.590, 1.931], [4.566, 0.907, 0.236], [2.579, -1.754, -2.106], [3.662, -0.293, -2.205], [1.418, 0.629, -2.408], [0.393, 0.758, 0.128], [0.832, -0.912, 0.179], [-1.372, -0.974, -0.585], [-0.577, -1.031, -2.126], [-0.919, 1.525, -2.299], [-2.381, 0.569, -2.222], [-1.268, 2.146, 0.183], [-2.614, 2.537, -0.865], [-3.671, 2.726, 1.112], [1.048, 2.906, 0.273], [1.364, 5.225, -0.308], [2.912, 6.644, 1.055], [4.067, 5.596, 3.012], [3.684, 3.194, 3.578], [3.523, -3.061, -2.649], [-0.299, 1.549, -5.456], [1.316, 1.986, -4.893], [-0.555, -0.192, -5.331], [-1.530, 2.426, -4.544], [-0.383, 1.831, -6.497], [1.173, -5.622, 0.868], [0.629, -5.170, 2.176], [1.743, -5.573, 3.289], [2.992, -4.880, 3.291], [2.863, -3.458, 3.811], [-0.478, -6.325, 2.506], [-0.932, -7.230, 1.504], [-0.154, -8.531, 1.553], [-0.168, -4.100, 3.112], [-0.835, -2.993, 2.441], [-1.939, -3.474, 1.523], [3.421, -4.886, 2.284], [3.660, -5.450, 3.937], [2.292, -2.835, 3.118], [3.848, -3.006, 3.937], [2.340, -3.445, 4.766], [-0.880, -6.776, 0.515], [-1.986, -7.428, 1.708], [0.921, -8.352, 1.533], [-0.420, -9.173, 0.712], [-0.370, -9.065, 2.479], [-0.098, -2.409, 1.884], [-1.240, -2.352, 3.221], [-1.536, -4.058, 0.687], [-2.483, -2.626, 1.111], [-2.635, -4.117, 2.063], [4.309, -2.566, -5.262], [-5.359, 5.897, -3.064], [-4.043, 5.283, -3.526], [-3.362, 4.969, -2.207], [-4.399, 4.685, -1.264], [-5.665, 5.068, -1.822], [-6.152, 5.854, -3.809], [-5.206, 6.943, -2.791], [-4.239, 4.358, -4.075], [-3.451, 5.938, -4.163], [-2.792, 5.828, -1.837], [-2.690, 4.111, -2.276], [-6.212, 4.155, -2.079], [-6.240, 5.618, -1.076], [5.342, -0.761, -3.297]]
}

***

{
  "formula": "C5H11NO",
  "method": "wB97M-V/def2-TZVPD",
  "homo_energy_ev": -10.3,
  "homo_lumo_gap_ha": 0.410,
  "max_force_ev_per_a": 0.8,
  "smiles": "CC(C)N=C=O.C",
  "e_lumo_ev": 0.9,
  "energy_ev": -8901.0675,
  "species": ["C", "N", "C", "O", "C", "C", "C", "H", "H", "H", "H", "H", "H", "H", "H", "H", "H", "H"],
  "coordinates": [[0.048, -3.521, 0.410], [0.091, -0.111, -0.065], [0.131, -0.385, 1.110], [0.179, -0.768, 2.221], [-0.032, 1.169, -0.753], [-1.325, 1.868, -0.337], [1.204, 2.026, -0.485], [0.832, -4.090, -0.094], [-0.743, -4.193, 0.751], [0.469, -3.005, 1.275], [-0.371, -2.787, -0.283], [-0.082, 0.931, -1.821], [-1.292, 2.117, 0.731], [-2.191, 1.224, -0.516], [-1.460, 2.796, -0.902], [1.147, 2.965, -1.046], [1.277, 2.266, 0.584], [2.117, 1.498, -0.778]]
}